[1]
Molecular formula: CH4N4
Method: DFT, ωB97M-V/def2-TZVPD

Each line ends with the natural charge from an NBO analysis.
Positions of all 9 atoms, in Å:
H  1.28  -1.62  -0.84  0.52
N  0.63  1.20  -0.06  -0.62
N  0.76  -1.28  -0.03  -0.60
H  1.41  1.92  0.21  0.58
H  -0.31  1.66  -0.14  0.53
C  0.54  -0.03  -0.10  0.98
H  0.72  -1.93  0.79  0.56
N  -1.99  -0.07  0.07  -0.18
N  -3.04  0.14  0.11  0.23

The calculation puts the gap between HOMO and LUMO at 10.6 eV. The value obtained for the lowest unoccupied orbital energy is -12.869 eV. The total charge is +2. Its total energy is -7039.7878 eV. The calculation puts the energy relative to the best compared isomer or geometry (same formula, charge and spin) at 59.8 kJ/mol.

[2]
Molecular formula: CH4N4O4S
Method: DFT, ωB97M-V/def2-TZVPD

Each line ends with the natural charge from an NBO analysis.
Positions of all 14 atoms, in Å:
O  -2.69  -1.81  2.20  -0.87
N  -0.55  -0.26  -0.43  -0.49
N  -1.93  -2.19  -0.23  -0.72
C  0.05  0.54  0.51  0.74
O  -0.28  0.81  1.63  -0.62
H  -0.03  -0.78  -1.06  0.40
H  1.53  2.14  1.46  0.48
H  1.55  0.77  -0.92  0.37
N  -1.76  -0.77  0.02  -0.32
N  1.15  1.20  -0.12  -0.37
S  -1.59  -1.74  1.32  2.39
O  -0.30  -2.13  1.71  -0.87
O  2.03  2.05  0.66  -0.53
H  -2.87  -2.46  -0.48  0.39

The calculation puts the gap between HOMO and LUMO at 9.9 eV. The SMILES is O=C(NO)NN1NS1(=O)=O. The value obtained for the lowest unoccupied orbital energy is 0.423 eV. Its total energy is -26081.6205 eV. The calculation puts the energy relative to the best compared isomer or geometry (same formula, charge and spin) at 173.4 kJ/mol.

[3]
Molecular formula: CH4N5O
Method: DFT, ωB97M-V/def2-TZVPD

Each line ends with the natural charge from an NBO analysis.
Positions of all 11 atoms, in Å:
N  -2.65  -0.70  -0.09  -0.12
H  2.41  0.39  -0.99  0.22
N  -1.78  -1.39  0.00  0.20
C  2.25  -0.02  0.03  -0.27
N  -2.09  1.14  -0.09  -0.07
N  0.08  0.50  0.04  0.09
H  2.00  -1.01  0.00  0.19
H  3.29  0.12  0.64  0.25
N  -0.99  1.01  0.09  0.24
H  -3.67  -0.52  -0.41  0.52
O  1.15  0.48  0.77  -0.26

The calculation puts the gap between HOMO and LUMO (spin up / spin down) at 8.5 / 8.5 eV. The value obtained for the lowest unoccupied orbital energy (spin up / spin down) is -5.860 / -5.860 eV. The total charge is +1. Its total energy is -10584.5041 eV. The calculation puts the energy relative to the best compared isomer or geometry (same formula, charge and spin) at 509.5 kJ/mol.

[4]
Molecular formula: CH4N6O
Method: DFT, ωB97M-V/def2-TZVPD

Each line ends with the natural charge from an NBO analysis.
Positions of all 12 atoms, in Å:
N  0.88  0.63  2.27  -0.29
H  -1.56  0.76  -1.67  0.21
N  0.17  -0.58  2.20  -0.11
H  -0.13  -0.04  -2.83  0.20
N  -0.35  -0.10  0.10  0.01
N  1.64  0.62  0.14  0.05
N  1.78  0.72  1.28  0.03
O  -0.47  -0.85  -0.99  -0.36
N  -0.30  -0.93  1.09  -0.06
H  1.16  0.61  3.19  0.40
H  -1.78  -0.71  -2.69  0.20
C  -1.05  -0.11  -2.09  -0.28

The calculation puts the gap between HOMO and LUMO (spin up / spin down) at 8.1 / 8.1 eV. The value obtained for the lowest unoccupied orbital energy (spin up / spin down) is -0.356 / -0.353 eV. Its total energy is -12082.2249 eV. The calculation puts the energy relative to the best compared isomer or geometry (same formula, charge and spin) at 455.2 kJ/mol.

[5]
Molecular formula: CH4NO
Method: DFT, ωB97M-V/def2-TZVPD

Each line ends with the natural charge from an NBO analysis.
Positions of all 7 atoms, in Å:
O  1.21  1.01  0.87  -1.13
H  -0.35  -1.83  0.41  0.09
N  -1.22  -0.38  -0.79  -0.81
C  -0.40  -0.86  0.11  -0.23
H  1.06  1.53  0.13  0.42
H  0.75  -0.02  0.61  0.35
H  -1.06  0.55  -1.33  0.30

The calculation puts the gap between HOMO and LUMO at 6.6 eV. The value obtained for the lowest unoccupied orbital energy is 5.205 eV. The total charge is -1. Its total energy is -4636.9012 eV. The calculation puts the energy relative to the best compared isomer or geometry (same formula, charge and spin) at 202.3 kJ/mol.

[6]
Molecular formula: CH4NO2P
Method: DFT, ωB97M-V/def2-TZVPD

Each line ends with the natural charge from an NBO analysis.
Positions of all 9 atoms, in Å:
P  -0.42  -0.11  1.20  1.47
H  1.48  -1.88  -0.46  0.14
H  -1.16  1.58  -0.33  0.42
O  1.36  0.13  0.13  -0.80
N  -1.18  1.19  0.57  -1.18
H  -1.43  1.99  1.29  0.42
H  0.79  -0.67  -1.73  0.12
C  0.92  -0.95  -0.60  0.24
O  -0.36  -1.27  -0.06  -0.82

The calculation puts the gap between HOMO and LUMO at 9.4 eV. The value obtained for the lowest unoccupied orbital energy is 0.205 eV. Its total energy is -15974.8965 eV. The calculation puts the energy relative to the best compared isomer or geometry (same formula, charge and spin) at 153.1 kJ/mol.

- The highest energy relative to the best compared isomer or geometry (same formula, charge and spin) belongs to which entry?
  CH4N5O

- Look up the energy relative to the best compared isomer or geometry (same formula, charge and spin) of the fifth one.
  202.3 kJ/mol

- Which of these has the lowest energy relative to the best compared isomer or geometry (same formula, charge and spin)?
  CH4N4

- Which of these has the highest energy relative to the best compared isomer or geometry (same formula, charge and spin)?
  CH4N5O